Entry 1:
C6H15InNO2 as an isolated structure at a distorted geometry. Source: the Open Molecules 2025 dataset; level of theory: ωB97M-V/def2-TZVPD.

Each line ends with the Mulliken charge.
CARTESIAN COORDINATES (ANGSTROEM)
In 0.33279 -2.88172 -1.84150  0.987
C 3.11056 -1.83724 1.29165  -0.637
O 1.83139 -1.44635 0.92567  -0.129
C 1.48264 -0.22081 1.51518  -0.491
C 1.49536 0.96352 0.54780  -0.473
N 0.42606 0.85423 -0.45741  -0.030
C -0.85907 1.36268 0.09650  -0.684
C -1.97233 1.14175 -0.94762  -0.581
O -2.24448 -0.26952 -1.08130  -0.120
C -3.45216 -0.38003 -1.72562  -0.717
H 3.88395 -1.09796 1.08326  0.358
H 3.40286 -2.70013 0.69323  0.288
H 3.12571 -2.18516 2.32452  0.369
H 2.00115 0.07179 2.42821  0.431
H 0.48345 -0.45271 1.88386  0.370
H 2.51684 0.87621 0.17762  0.335
H 1.40110 1.93067 1.04162  0.456
H 0.74479 1.51670 -1.14997  0.372
H -0.80950 2.40542 0.41009  0.540
H -1.09222 0.81612 1.01028  0.424
H -1.55825 1.51151 -1.88567  0.354
H -2.87724 1.68191 -0.66930  0.505
H -4.31880 -0.09288 -1.13015  0.386
H -3.56870 -1.46319 -1.76120  0.305
H -3.48589 -0.10480 -2.77976  0.382

Energy (eV): -17185.315
Net charge: +3
LUMO level (eV): -17.75
Energy above the lowest of the compared OMol25 structures with the same formula, charge and spin (kJ/mol): 126.8
Kohn-Sham gap (eV): 3.6


Entry 2:
One molecule with the formula C6H15N at a distorted geometry. Source: the Open Molecules 2025 dataset; level of theory: ωB97M-V/def2-TZVPD.

Each line ends with the Mulliken charge.
CARTESIAN COORDINATES (ANGSTROEM)
C 2.85077 -0.71686 0.00380  -1.302
C 1.53454 -0.48098 -0.71194  -0.402
C 0.35408 -1.16393 0.02327  -0.484
C -0.16976 -0.28761 1.17404  -0.845
C -0.77374 1.11834 0.83625  -0.739
C -1.38464 1.23749 -0.58766  -0.414
N -2.57592 0.39867 -0.65141  -0.624
H 3.64249 -0.47190 -0.70455  0.373
H 2.98119 -1.77268 0.27307  0.315
H 2.94871 -0.14253 0.92441  0.309
H 1.61595 -0.77634 -1.76039  0.359
H 1.30455 0.57399 -0.65129  0.212
H 0.72360 -2.06310 0.52631  0.416
H -0.48237 -1.38331 -0.63593  0.326
H -0.78009 -0.80988 1.90599  0.324
H 0.73962 0.03203 1.69695  0.286
H -0.00561 1.88520 0.86538  0.366
H -1.63820 1.29963 1.47294  0.435
H -1.63407 2.29144 -0.73465  0.378
H -0.67167 0.91392 -1.33108  0.307
H -3.05686 0.46750 -1.52851  0.197
H -2.46070 -0.57120 -0.38466  0.207

Energy (eV): -7954.931
Net charge: 0
LUMO level (eV): 1.15
Energy above the lowest of the compared OMol25 structures with the same formula, charge and spin (kJ/mol): 80.6
Kohn-Sham gap (eV): 10.1
SMILES: CCCCCCN


Entry 3:
A 3-piece molecular cluster, C6H15N overall at a distorted geometry. Source: the Open Molecules 2025 dataset; level of theory: ωB97M-V/def2-TZVPD.

Each line ends with the Mulliken charge.
CARTESIAN COORDINATES (ANGSTROEM)
C -1.22588 -1.09505 -0.46738  0.182
C -1.96669 0.04831 -0.23559  -1.294
C -0.84149 -1.47477 -1.86931  -1.060
C 1.00192 -1.00082 0.57843  -1.331
H -1.24108 -1.88726 0.26787  0.475
H -2.37854 0.58289 -1.08644  0.414
H -0.86910 1.25206 -0.07935  0.339
H -2.54591 0.13153 0.67666  0.317
H -0.57455 -0.59671 -2.45838  0.263
H -1.68517 -1.96258 -2.36903  0.347
H 0.00810 -2.15730 -1.89307  0.314
H 0.54491 -1.06950 1.56256  0.255
H 0.98303 -1.92698 0.01135  0.444
H 2.07678 -0.89462 0.71402  0.398
C 1.27086 1.52190 1.77942  -1.188
C 1.14625 1.17837 0.32420  0.009
N 0.11991 1.75592 -0.33123  -0.653
H 0.19989 1.63210 -1.33678  0.343
H 2.07807 1.10842 -0.23081  0.447
H 1.57655 2.56667 1.88400  0.351
H 2.01006 0.89549 2.27513  0.336
H 0.31209 1.39193 2.28374  0.293

Energy (eV): -7951.043
Net charge: 0
LUMO level (eV): 1.07
Energy above the lowest of the compared OMol25 structures with the same formula, charge and spin (kJ/mol): 455.8
Kohn-Sham gap (eV): 8.8


Entry 4:
A 2-piece molecular cluster, C6H15N2 overall at a distorted geometry. Source: the Open Molecules 2025 dataset; level of theory: ωB97M-V/def2-TZVPD.

Each line ends with the Mulliken spin population.
CARTESIAN COORDINATES (ANGSTROEM)
C 1.95659 -0.96364 1.05077  0.039
C 0.55548 -1.00705 1.58919  -0.004
C 0.01476 -0.12730 2.49832  0.085
N -1.27486 -0.29939 3.07468  0.006
H 2.34033 0.04049 1.23621  -0.020
H 2.53602 -1.78513 1.52480  -0.004
H 2.06230 -1.22519 -0.04017  -0.006
H 0.00938 -1.94933 1.39768  -0.004
H 0.54716 0.78103 2.82387  -0.025
H -1.30019 0.01424 4.04294  -0.008
H -1.70028 -1.23369 2.96752  -0.004
C -0.74235 -0.72462 -2.43749  -0.044
C -0.33225 0.67237 -2.15015  0.664
C -0.24843 1.69063 -3.04435  0.287
N 0.01053 0.91687 -0.74089  0.341
H -1.13070 -0.86558 -3.42699  -0.026
H 0.15144 -1.36390 -2.35346  0.020
H -1.47674 -1.01444 -1.59858  -0.030
H -0.04151 2.72162 -2.77361  -0.085
H -0.54928 1.53908 -4.08759  -0.006
H 1.00174 0.78809 -0.49082  -0.058
H -0.46117 0.17679 -0.17281  0.047
H -0.36108 1.81129 -0.42327  -0.167

Spin multiplicity: 2
⟨S²⟩: 0.753
Energy (eV): -9440.547
Net charge: 0
LUMO level (alpha / beta) (eV): 0.78 / 0.66
Energy above the lowest of the compared OMol25 structures with the same formula, charge and spin (kJ/mol): 316.7
Kohn-Sham gap (alpha / beta) (eV): 3.8 / 9.1